Density functional theory data (ωB97M-V/def2-TZVPD) for 3 unconnected molecules or ions with the total composition C30H45F3N5O10P in a non-equilibrium geometry.

Highest occupied orbital energy (eV): -8.152
Max |F| (eV Å⁻¹): 4.00
LUMO energy (eV): -0.344
Structure (SMILES): CC(=O)OCc1c(COC(F)(F)F)c2c(c(P(N)O)c1-c1ccccn1)C(=O)NC2=O.COCCNCCOC.COCCNCCOC
Orbital gap (eV): 7.808
2S+1: 1

The geometry in XYZ format:
```
94
C30H45F3N5O10P ωB97M-V/def2-TZVPD
C 5.6849 -2.3676 3.0718
C 4.4641 -1.5101 2.5722
O 4.4023 -1.2026 1.4136
O 3.5238 -1.2187 3.5372
C 2.5098 -0.3106 3.0664
C 1.4622 -0.9424 2.1085
C 0.9579 -2.3176 2.2614
C 1.4711 -3.2679 3.3817
O 0.5604 -4.3181 3.7372
C -0.2712 -3.9624 4.7606
F -1.0174 -2.8513 4.5237
F -1.1591 -4.9981 4.9164
F 0.4191 -3.8901 5.9464
C -0.0294 -2.7601 1.3065
C -0.5622 -1.9205 0.2165
C -0.0798 -0.5673 0.0525
P -0.8248 0.4545 -1.3348
N 0.3653 1.4791 -2.0724
O -1.9031 1.5221 -0.5590
C 0.9438 -0.1029 1.0265
C 1.4419 1.3673 0.8094
C 0.7327 2.3762 1.5408
C 1.0939 3.7788 1.3678
C 2.1842 3.9470 0.4156
C 2.7871 2.7890 -0.1855
N 2.4911 1.4643 -0.0556
C -1.6325 -2.7599 -0.5489
O -2.0236 -2.6939 -1.6719
N -2.0073 -3.7093 0.4695
C -0.7797 -4.1109 1.1239
O -0.4904 -5.2419 1.3726
H 6.5567 -2.2858 2.3899
H 5.9146 -2.0045 4.1127
H 5.3244 -3.4262 3.1997
H 3.0402 0.5553 2.5854
H 1.9424 0.0937 3.9512
H 1.7070 -2.6622 4.2946
H 2.4565 -3.6906 3.0428
H -0.0854 1.8130 -2.9346
H 0.4985 2.3493 -1.5320
H -2.1968 1.1268 0.2839
H -0.0887 2.0933 2.2333
H 0.5889 4.6055 1.9034
H 2.5494 4.9640 0.1571
H 3.6436 2.9946 -0.8808
H -2.5837 -4.4958 0.1570
C -3.4893 -0.9490 2.3245
O -4.0475 0.3414 2.1251
C -5.3538 0.3150 1.5505
C -6.3994 0.7616 2.5632
N -6.5788 -0.2343 3.6175
C -7.3664 0.2409 4.7543
C -6.7983 1.4031 5.5769
O -5.6222 1.0809 6.3049
C -4.4163 1.1856 5.5659
H -2.4394 -0.8217 2.5951
H -3.9918 -1.4758 3.1406
H -3.5403 -1.5449 1.4090
H -5.5974 -0.6660 1.1306
H -5.3474 1.0284 0.7226
H -7.3531 0.9192 2.0508
H -6.0675 1.7221 2.9754
H -5.6698 -0.5212 3.9567
H -7.4856 -0.6132 5.4274
H -8.3689 0.5068 4.4043
H -7.5491 1.6582 6.3309
H -6.6515 2.3115 4.9818
H -4.4580 1.9734 4.8110
H -4.1707 0.2261 5.1051
H -3.6135 1.4200 6.2674
C 3.1409 2.0873 -9.3526
O 3.2322 0.7544 -8.8800
C 4.5272 0.4104 -8.3926
C 4.5072 0.2269 -6.8809
N 4.3215 1.5021 -6.1921
C 4.0311 1.3680 -4.7642
C 2.7339 0.6566 -4.3643
O 1.5520 1.3618 -4.7137
C 1.1038 1.1527 -6.0439
H 2.1816 2.1985 -9.8588
H 3.1770 2.8027 -8.5256
H 3.9376 2.3082 -10.0692
H 5.2865 1.1384 -8.6965
H 4.7924 -0.5448 -8.8530
H 5.4522 -0.2214 -6.5598
H 3.6970 -0.4735 -6.6463
H 3.5577 2.0024 -6.6277
H 3.9886 2.3842 -4.3603
H 4.8757 0.8713 -4.2763
H 2.7254 0.5954 -3.2718
H 2.6899 -0.3782 -4.7218
H 1.3340 0.1498 -6.4080
H 1.5277 1.9087 -6.7091
H 0.0201 1.2856 -6.0570
```